Density functional theory data (ωB97M-V/def2-TZVPD) for a cluster of 2 separate species, H2O2PS in total at a distorted geometry.

Output
Multiplicity = 3
M = 97.05 g/mol
<S²> = 2.007
Kohn-Sham gap (alpha / beta) = 4.1 / 5.9 eV
Total charge = -1
Strongest force on any atom = 3.61 eV/A
Relative energy (zero: lowest compared OMol25 entry of this formula, charge and spin) = 206.9 kJ/mol

Last column: Löwdin spin population.
Positions of all 6 atoms, in Å:
O (0.343, -1.729, 0.094)  0.30
O (-0.464, 1.020, -0.426)  0.26
P (1.239, -0.535, 0.026)  0.48
S (-1.608, 0.148, 0.345)  0.87
H (1.192, 0.211, 1.318)  0.06
H (-0.703, 0.884, -1.357)  0.03

Density functional theory data (ωB97M-V/def2-TZVPD) for a structure of composition C33H57NP2RuSi at a distorted geometry.

Output
Multiplicity = 5
M = 658.93 g/mol
<S²> = 6.060
Kohn-Sham gap (alpha / beta) = 7.1 / 3.8 eV
Total charge = +2
Strongest force on any atom = 4.73 eV/A
Relative energy (zero: lowest compared OMol25 entry of this formula, charge and spin) = 0.0 kJ/mol

Last column: Löwdin spin population.
Positions of all 95 atoms, in Å:
Ru (0.929, -1.254, 0.316)  1.62
C (-0.165, -2.688, 1.760)  0.03
C (1.203, -3.044, 1.414)  0.04
C (1.241, -1.409, 3.089)  0.07
C (-0.099, -1.769, 2.874)  0.07
C (2.065, -2.110, 2.137)  0.04
C (-1.363, -3.418, 1.283)  0.01
H (-1.161, -3.916, 0.328)  0.00
H (-2.225, -2.749, 1.153)  0.00
H (-1.653, -4.198, 2.003)  0.00
C (-1.238, -1.252, 3.658)  0.03
H (-2.158, -1.815, 3.467)  0.00
H (-1.411, -0.191, 3.380)  0.01
H (-1.045, -1.260, 4.746)  0.00
C (1.703, -0.483, 4.148)  0.01
H (1.487, -0.868, 5.161)  0.00
H (1.189, 0.491, 4.068)  0.00
H (2.782, -0.308, 4.070)  0.00
C (3.543, -2.166, 2.107)  0.01
H (3.914, -2.844, 2.890)  0.00
H (3.998, -1.180, 2.285)  0.00
H (3.892, -2.556, 1.141)  0.00
C (1.648, -4.264, 0.700)  0.01
H (2.008, -5.036, 1.393)  0.00
H (2.472, -4.022, 0.018)  0.00
H (0.825, -4.705, 0.130)  0.00
C (-1.210, 0.022, -4.530)  0.00
C (-1.289, -1.309, -4.694)  0.00
C (-0.513, -2.081, -5.713)  0.00
C (0.932, -1.567, -5.983)  0.00
C (1.694, -0.962, -4.835)  0.00
C (1.826, 0.361, -4.632)  0.00
C (0.926, 1.407, -5.228)  0.00
C (-0.558, 0.978, -5.483)  0.00
H (-1.054, -2.074, -6.679)  0.00
H (0.907, -0.897, -6.861)  0.00
H (-0.464, -3.140, -5.409)  0.00
H (-0.643, 0.619, -6.522)  0.00
H (-1.809, 0.488, -3.743)  0.00
H (-2.068, -1.876, -4.178)  0.00
H (-1.154, 1.910, -5.437)  0.00
H (0.936, 2.310, -4.586)  0.00
H (2.693, 0.762, -4.094)  0.00
H (1.332, 1.748, -6.205)  0.00
H (1.507, -2.454, -6.306)  0.00
H (2.302, -1.663, -4.255)  0.00
P (-0.658, -0.796, -1.139)  0.02
P (2.318, 0.418, -0.284)  0.02
C (0.115, 0.613, -2.055)  0.00
C (1.251, 1.420, -1.396)  0.00
H (-0.693, 1.318, -2.316)  0.00
H (0.468, 0.148, -2.986)  0.00
H (1.901, 1.868, -2.168)  0.00
H (0.818, 2.235, -0.787)  0.00
C (2.862, 1.507, 1.036)  0.00
H (3.397, 0.913, 1.791)  0.00
H (1.990, 1.987, 1.503)  0.00
H (3.524, 2.275, 0.611)  0.00
C (3.759, -0.274, -1.099)  0.03
H (4.095, 0.385, -1.905)  0.00
H (3.520, -1.264, -1.506)  0.01
H (4.556, -0.396, -0.355)  0.00
C (-2.404, -0.434, -1.072)  0.00
H (-2.929, -1.302, -0.644)  0.00
H (-2.809, -0.225, -2.076)  0.00
H (-2.541, 0.445, -0.420)  0.00
C (-0.340, -2.410, -1.929)  0.06
H (0.539, -2.883, -1.450)  0.02
H (-0.146, -2.301, -3.005)  0.01
H (-1.217, -3.049, -1.772)  0.00
C (-4.094, 0.169, 2.120)  0.00
Si (-3.374, 1.811, 2.673)  0.10
C (-4.013, 3.162, 1.564)  0.05
C (-3.879, 2.099, 4.454)  0.06
N (-1.659, 1.776, 2.614)  0.92
C (-0.658, 2.616, 2.781)  0.19
C (-0.226, 3.490, 1.722)  0.17
C (0.758, 4.447, 1.947)  0.01
C (1.384, 4.535, 3.202)  0.21
C (1.033, 3.651, 4.230)  0.00
C (0.060, 2.687, 4.023)  0.17
H (-5.001, -0.102, 2.680)  0.00
H (-3.359, -0.634, 2.259)  0.00
H (-4.355, 0.211, 1.055)  0.00
H (-5.095, 3.268, 1.724)  0.01
H (-3.519, 4.116, 1.785)  0.00
H (-3.825, 2.908, 0.512)  0.00
H (-3.663, 1.197, 5.044)  0.00
H (-3.318, 2.940, 4.884)  0.00
H (-4.954, 2.320, 4.514)  0.01
H (-0.748, 3.415, 0.761)  0.00
H (1.034, 5.126, 1.134)  0.00
H (2.150, 5.298, 3.372)  0.01
H (1.520, 3.720, 5.203)  0.00
H (-0.248, 2.006, 4.816)  0.00

Density functional theory data (ωB97M-V/def2-TZVPD) for a structure of composition C18H29HoN2 at a distorted geometry.

Output
Multiplicity = 5
M = 438.37 g/mol
<S²> = 6.005
Kohn-Sham gap (alpha / beta) = 6.7 / 6.8 eV
Total charge = +2
Strongest force on any atom = 3.63 eV/A

Last column: Löwdin spin population.
Positions of all 50 atoms, in Å:
C (1.359, 1.938, -0.187)  0.00
H (1.640, 2.316, 0.799)  0.00
H (2.083, 1.870, -0.983)  0.00
H (1.926, 0.820, 0.588)  0.00
C (0.080, 2.714, -0.672)  0.00
H (-0.588, 2.095, -1.289)  0.00
H (-0.524, 3.018, 0.171)  0.00
C (0.316, 4.017, -1.474)  0.00
H (-0.656, 4.479, -1.726)  0.00
H (0.865, 4.769, -0.912)  0.00
H (0.845, 3.882, -2.408)  0.00
C (-0.664, -2.177, -0.963)  -0.01
C (-1.066, -1.139, -1.871)  -0.01
C (0.128, -0.476, -2.345)  -0.01
C (1.254, -1.085, -1.688)  -0.01
C (0.767, -2.138, -0.838)  -0.01
C (1.594, -3.181, -0.185)  0.00
C (2.672, -0.839, -2.024)  0.00
C (0.207, 0.541, -3.408)  0.00
C (-2.452, -0.780, -2.206)  0.00
C (-1.549, -3.140, -0.274)  0.00
Ho (-0.095, -0.020, 0.107)  4.06
H (3.340, -1.068, -1.174)  0.00
H (2.996, -1.463, -2.887)  0.00
H (2.856, 0.209, -2.300)  0.00
H (2.564, -2.767, 0.134)  0.00
H (1.098, -3.609, 0.691)  0.00
H (1.806, -4.029, -0.864)  0.00
H (-2.550, -2.710, -0.120)  0.00
H (-1.701, -4.100, -0.810)  0.00
H (-1.139, -3.400, 0.717)  0.00
H (-2.505, 0.242, -2.615)  0.00
H (-2.902, -1.447, -2.968)  0.00
H (-3.096, -0.848, -1.309)  0.00
H (0.980, 1.302, -3.202)  0.00
H (0.473, 0.076, -4.377)  0.00
H (-0.753, 1.054, -3.561)  0.00
N (-0.221, -1.642, 2.698)  0.00
C (-0.647, -0.440, 3.274)  0.00
C (-1.089, -0.267, 4.589)  0.00
C (-1.252, 1.062, 5.040)  0.00
C (-1.019, 2.120, 4.178)  0.00
C (-0.688, 1.894, 2.860)  0.00
N (-0.559, 0.584, 2.384)  -0.01
H (0.722, -1.658, 2.291)  0.00
H (-0.387, -2.502, 3.267)  0.00
H (-1.284, -1.160, 5.211)  0.00
H (-1.569, 1.256, 6.059)  0.00
H (-1.120, 3.189, 4.486)  0.00
H (-0.495, 2.636, 2.093)  0.00

Density functional theory data (ωB97M-V/def2-TZVPD) for a structure of composition C16H29F9NO7Zn at a distorted geometry.

Output
M = 583.78 g/mol
Kohn-Sham gap = 7.6 eV
Total charge = -1
Strongest force on any atom = 2.93 eV/A
Relative energy (zero: lowest compared OMol25 entry of this formula, charge and spin) = 200.6 kJ/mol

Last column: Löwdin charge in e.
Positions of all 63 atoms, in Å:
Zn (-0.565, -0.106, -0.074)  0.74
C (-0.486, -2.742, -1.999)  -0.45
O (0.948, -2.535, -2.087)  -0.15
O (-1.038, -1.799, -1.250)  -0.15
C (-1.156, -2.858, -3.397)  -0.49
F (-1.092, -4.141, -3.898)  0.08
F (-2.458, -2.520, -3.362)  0.14
F (-0.544, -2.098, -4.366)  0.09
C (1.729, -3.326, -2.983)  -0.26
C (3.169, -2.993, -2.633)  -0.07
H (3.760, -3.918, -2.643)  0.07
H (3.654, -2.289, -3.304)  0.07
H (3.248, -2.710, -1.585)  0.06
H (1.490, -3.079, -4.024)  0.11
H (1.426, -4.378, -2.896)  0.12
H (-0.566, -3.720, -1.492)  0.15
C (-1.617, 1.807, -1.825)  -0.42
O (-0.373, 1.121, -2.005)  -0.15
O (-2.081, 1.183, -0.725)  -0.16
C (-1.434, 3.363, -1.824)  -0.52
F (-0.265, 3.777, -2.358)  0.12
F (-2.385, 3.921, -2.619)  0.10
F (-1.636, 3.904, -0.618)  0.14
C (0.297, 1.092, -3.252)  -0.24
C (1.742, 0.658, -3.057)  -0.06
H (1.781, -0.318, -2.578)  0.04
H (2.279, 0.524, -3.998)  0.08
H (2.295, 1.316, -2.382)  0.06
H (0.298, 2.056, -3.765)  0.11
H (-0.152, 0.361, -3.934)  0.11
H (-2.190, 1.539, -2.727)  0.15
C (-1.627, -0.366, 3.069)  -0.45
O (-2.962, 0.046, 3.351)  -0.07
O (-1.548, -0.369, 1.731)  -0.16
C (-0.713, 0.595, 3.882)  -0.43
F (0.570, 0.680, 3.427)  0.09
F (-1.183, 1.890, 3.971)  0.10
F (-0.598, 0.215, 5.213)  0.07
C (-3.508, -0.412, 4.585)  -0.28
C (-4.738, 0.372, 4.944)  -0.09
H (-5.377, 0.901, 4.239)  0.08
H (-5.429, -0.298, 5.470)  0.07
H (-4.524, 1.131, 5.709)  0.07
H (-2.872, -0.462, 5.469)  0.11
H (-3.916, -1.415, 4.406)  0.11
H (-1.456, -1.396, 3.423)  0.15
C (3.631, -0.100, 0.891)  -0.05
C (2.145, 0.183, 1.126)  -0.36
C (1.834, 1.643, 0.831)  -0.19
O (0.453, 1.958, 0.888)  -0.21
C (0.160, 3.108, 1.644)  -0.11
N (1.376, -0.717, 0.211)  0.08
H (3.806, -1.178, 0.929)  0.08
H (4.320, 0.316, 1.630)  0.08
H (3.963, 0.245, -0.092)  0.08
H (1.854, 0.092, 2.172)  0.12
H (1.982, 1.780, -0.254)  0.11
H (2.519, 2.391, 1.234)  0.14
H (0.676, 3.947, 1.143)  0.09
H (0.545, 3.090, 2.667)  0.08
H (-0.867, 3.461, 1.643)  0.09
H (1.424, -1.605, 0.704)  0.12
H (1.983, -0.819, -0.593)  0.06

Density functional theory data (ωB97M-V/def2-TZVPD) for a structure of composition C31H36ClO3PdSSeSi2.

Output
Multiplicity = 5
M = 765.70 g/mol
<S²> = 6.063
Kohn-Sham gap (alpha / beta) = 6.3 / 5.0 eV
Total charge = -1
Strongest force on any atom = 0.86 eV/A
Relative energy (zero: lowest compared OMol25 entry of this formula, charge and spin) = 86.1 kJ/mol

Last column: Löwdin spin population.
Positions of all 76 atoms, in Å:
Pd (0.587, -0.455, -0.210)  0.32
C (-1.695, -2.444, 1.289)  0.00
Si (-0.078, -2.573, 0.337)  0.03
C (1.152, -3.591, 1.329)  0.00
C (-0.505, -3.601, -1.204)  0.01
C (-0.933, -4.931, -1.150)  0.00
C (-1.313, -5.606, -2.303)  0.00
C (-1.280, -4.956, -3.531)  0.00
C (-0.857, -3.635, -3.601)  0.01
C (-0.461, -2.955, -2.446)  0.03
Si (0.241, -1.214, -2.429)  0.28
C (-0.861, -0.120, -3.479)  0.07
C (2.003, -1.340, -3.092)  0.07
H (-2.146, -3.434, 1.415)  0.00
H (-2.404, -1.819, 0.740)  0.00
H (-1.538, -2.009, 2.277)  0.00
H (0.812, -4.624, 1.458)  0.00
H (1.296, -3.151, 2.318)  0.00
H (2.117, -3.610, 0.818)  0.00
H (-0.977, -5.446, -0.194)  0.00
H (-1.641, -6.638, -2.245)  0.00
H (-1.583, -5.480, -4.430)  0.00
H (-0.835, -3.134, -4.565)  0.00
H (-0.678, -0.329, -4.539)  0.01
H (-0.691, 0.945, -3.309)  0.01
H (-1.908, -0.346, -3.263)  0.00
H (1.959, -1.386, -4.187)  0.01
H (2.458, -2.262, -2.730)  0.00
H (2.631, -0.495, -2.810)  0.01
C (-1.334, -1.740, 10.564)  0.00
C (-0.501, -1.841, 9.309)  0.02
O (0.536, -1.268, 9.144)  0.00
S (-1.238, -2.939, 8.081)  0.02
C (-0.639, -2.216, 6.578)  0.15
C (0.643, -2.490, 6.096)  -0.01
C (1.086, -1.922, 4.926)  0.13
C (0.245, -1.054, 4.168)  0.05
C (-1.060, -0.788, 4.684)  0.12
C (-1.484, -1.359, 5.861)  -0.01
C (0.659, -0.493, 2.987)  0.36
C (0.952, -0.076, 1.801)  0.18
H (-0.789, -1.189, 11.327)  0.00
H (-1.588, -2.738, 10.927)  0.00
H (-2.270, -1.233, 10.329)  0.00
H (1.289, -3.151, 6.661)  0.00
H (2.081, -2.127, 4.555)  0.01
H (-1.709, -0.127, 4.124)  0.01
H (-2.478, -1.154, 6.239)  0.00
Cl (3.486, 4.070, -1.294)  0.45
C (0.697, 3.333, 1.676)  0.11
C (0.814, 2.145, 1.058)  0.00
O (1.626, 1.181, 1.656)  0.09
O (0.262, 1.797, -0.073)  0.24
H (0.136, 4.130, 1.215)  0.01
H (1.201, 3.505, 2.615)  0.01
C (-0.865, 6.081, -6.386)  0.01
C (-0.279, 5.156, -5.348)  0.04
C (0.458, 4.039, -5.717)  0.00
C (1.028, 3.195, -4.771)  0.05
C (1.841, 2.007, -5.219)  0.02
C (0.849, 3.488, -3.410)  0.06
Se (1.647, 2.352, -2.118)  0.95
C (0.101, 4.604, -3.012)  0.04
C (-0.098, 4.914, -1.556)  0.01
C (-0.449, 5.418, -3.995)  -0.01
H (-0.903, 5.601, -7.364)  0.00
H (-0.264, 6.988, -6.481)  0.00
H (-1.877, 6.384, -6.113)  0.00
H (0.597, 3.816, -6.770)  0.00
H (1.798, 1.895, -6.303)  0.00
H (1.479, 1.086, -4.759)  0.01
H (2.886, 2.125, -4.923)  0.01
H (-0.461, 4.032, -1.025)  0.00
H (-0.808, 5.730, -1.423)  0.00
H (0.855, 5.188, -1.096)  0.00
H (-1.032, 6.282, -3.691)  0.00